Model P:
ORCA calculation (the ωB97M-V functional and the def2-TZVPD basis) on C3H3I3O as an isolated structure.

```
! RIJCOSX wB97M-V def2-TZVPD def2/J DEFGRID3
* xyz 0 1
C 1.761 0.232 0.030
C 0.556 -0.172 -0.448
C -0.700 0.469 -0.213
O -1.380 -0.526 1.276
I -0.793 2.311 0.725
I -2.080 0.157 -1.719
I -2.648 -1.924 1.064
H 2.643 -0.427 -0.242
H 1.877 0.976 0.669
H 0.764 -1.094 -1.141
*
```

lowest unoccupied orbital energy = -0.9 eV
highest occupied orbital energy = -8.66 eV
frontier orbital gap = 0.28503 Ha

***

Model Q:
ORCA calculation (the ωB97M-V functional and the def2-TZVPD basis) on a 2-piece molecular cluster, C3H3I3O overall.

```
! RIJCOSX wB97M-V def2-TZVPD def2/J DEFGRID3
* xyz 0 1
C -0.018 1.566 0.230
C 0.194 -0.807 -0.617
C -0.520 0.261 -0.036
O -0.509 2.355 1.048
I -0.041 -1.185 -2.780
I 1.280 -1.625 2.658
I -2.414 -0.084 0.747
H 0.795 1.925 -0.363
H -0.130 -1.709 -0.334
H 1.363 -0.697 -0.554
*
```

lowest unoccupied orbital energy (alpha / beta) = -2.5 / -3.6 eV
highest occupied orbital energy (alpha / beta) = -9.86 / -8.93 eV
frontier orbital gap (alpha / beta) = 0.27094 / 0.19584 Ha

***

On energetic grounds, model Q is preferred over the next structure by 32.5 kcal/mol.

***

Model P:
ORCA calculation (the ωB97M-V functional and the def2-TZVPD basis) on a 2-piece molecular cluster, C5H11OS overall.

```
! RIJCOSX wB97M-V def2-TZVPD def2/J DEFGRID3
* xyz -1 1
C -0.640 -2.566 -1.880
C -0.010 -2.330 -0.509
S -1.032 -1.265 0.514
H -0.639 -1.628 -2.464
H -1.687 -2.852 -1.816
H -0.111 -3.338 -2.441
H 0.997 -1.919 -0.582
H 0.242 -3.267 -0.009
C 2.281 2.421 1.327
C 0.909 1.813 1.038
C 0.159 2.169 -0.054
O -0.840 1.498 -0.667
H 3.012 1.639 1.460
H 2.620 3.001 0.501
H 2.282 3.075 2.224
H 0.615 0.958 1.652
H 0.450 3.022 -0.586
H -0.742 0.523 -0.367
*
```

lowest unoccupied orbital energy = 3.9 eV
highest occupied orbital energy = -2.88 eV
frontier orbital gap = 0.24963 Ha

***

Model Q:
ORCA calculation (the ωB97M-V functional and the def2-TZVPD basis) on an isolated ion of composition C5H11OS and charge -1.

```
! RIJCOSX wB97M-V def2-TZVPD def2/J DEFGRID3
* xyz -1 1
C 2.923 0.965 0.115
S 1.290 1.045 -0.423
C 0.731 -0.659 -0.251
C -0.576 -1.019 0.592
C -1.898 -0.738 -0.217
C -2.256 0.783 -0.113
O -3.225 1.186 -0.930
H 3.352 1.995 0.258
H 2.932 0.514 1.129
H 3.776 0.579 -0.456
H 1.547 -1.258 0.087
H 0.503 -1.189 -1.212
H -0.564 -2.131 0.855
H -0.533 -0.420 1.501
H -2.751 -1.363 -0.082
H -1.608 -0.910 -1.284
H -1.246 1.351 -0.467
H -2.398 1.269 0.898
*
```

SMILES = CSCCCC[O-]
lowest unoccupied orbital energy = 3.2 eV
highest occupied orbital energy = -1.84 eV
frontier orbital gap = 0.18674 Ha

***

On energetic grounds, model P is preferred over the next structure by 46.6 kcal/mol.

***

Model P:
ORCA calculation (the ωB97M-V functional and the def2-TZVPD basis) on an isolated ion of composition C6H8N and charge +1.

```
! RIJCOSX wB97M-V def2-TZVPD def2/J DEFGRID3
* xyz 1 1
C 0.265 0.422 1.214
C 0.488 1.745 0.419
C 0.280 1.433 -0.873
C -0.498 -0.031 -1.074
C -0.525 -0.587 0.342
C -0.280 -1.475 -1.618
N 0.176 -1.784 -0.154
H 1.063 -0.050 1.657
H -0.497 0.653 1.948
H 0.698 2.591 1.005
H 0.597 2.128 -1.648
H -1.518 0.102 -1.655
H -1.530 -0.850 0.535
H 1.098 -1.691 -0.548
H 0.182 -2.606 0.450
*
```

lowest unoccupied orbital energy = -6.1 eV
highest occupied orbital energy = -14.13 eV
frontier orbital gap = 0.29686 Ha

***

Model Q:
ORCA calculation (the ωB97M-V functional and the def2-TZVPD basis) on an isolated ion of composition C6H8N and charge +1.

```
! RIJCOSX wB97M-V def2-TZVPD def2/J DEFGRID3
* xyz 1 1
C -1.148 -2.125 2.351
C -0.654 -1.253 1.637
N 0.071 -0.282 0.942
C 1.063 0.263 1.585
C -0.460 0.274 -0.349
C 0.400 0.704 -1.463
C 0.057 0.773 -2.715
H -1.604 -2.865 3.059
H 1.605 1.032 1.008
H 1.476 -0.144 2.476
H -1.172 -0.437 -0.595
H -1.023 1.283 -0.151
H 1.394 1.100 -1.304
H 0.798 1.272 -3.323
H -0.803 0.405 -3.158
*
```

SMILES = C#C[N+](=C)CC=C
lowest unoccupied orbital energy = -5.8 eV
highest occupied orbital energy = -14.15 eV
frontier orbital gap = 0.30539 Ha

***

On energetic grounds, model Q is preferred over the next structure by 54.6 kcal/mol.

***

Model P:
ORCA calculation (the ωB97M-V functional and the def2-TZVPD basis) on a 2-piece molecular cluster, H4O3 overall.

```
! RIJCOSX wB97M-V def2-TZVPD def2/J DEFGRID3
* xyz 0 1
O 0.943 0.626 -1.645
O -0.224 0.012 -1.191
H 0.846 0.578 -2.622
H -0.021 0.068 -0.189
O -0.335 -0.121 1.916
H 0.091 -0.986 1.810
H -1.300 -0.177 1.921
*
```

SMILES = OO.O
lowest unoccupied orbital energy = 0.8 eV
highest occupied orbital energy = -9.45 eV
frontier orbital gap = 0.37485 Ha

***

Model Q:
ORCA calculation (the ωB97M-V functional and the def2-TZVPD basis) on a 2-piece molecular cluster, H4O3 overall.

```
! RIJCOSX wB97M-V def2-TZVPD def2/J DEFGRID3
* xyz 0 1
O 0.291 0.589 1.117
O 1.025 1.575 0.394
H 0.491 -0.297 0.952
H 0.273 2.231 0.254
O -0.261 -1.400 -0.876
H -0.829 -0.807 -1.457
H -0.990 -1.891 -0.385
*
```

SMILES = OO.O
lowest unoccupied orbital energy = 0.7 eV
highest occupied orbital energy = -9.84 eV
frontier orbital gap = 0.38673 Ha

***

On energetic grounds, model P is preferred over the next structure by 8.3 kcal/mol.

***

Model P:
ORCA calculation (the ωB97M-V functional and the def2-TZVPD basis) on an isolated ion of composition C6H6N and charge +1.

```
! RIJCOSX wB97M-V def2-TZVPD def2/J DEFGRID3
* xyz 1 1
C -1.825 0.149 -0.436
C -1.223 -0.960 0.228
N 0.144 -1.117 -0.029
C 1.031 -0.320 -0.845
C 1.917 0.031 0.324
C 0.520 0.096 0.640
C -0.934 0.373 0.915
H -1.557 0.574 -1.493
H -2.790 0.183 -0.077
H 0.989 -0.049 -1.794
H 2.675 -0.790 0.640
H 2.433 1.069 0.145
H -1.383 0.760 1.781
*
```

SMILES = C1C2=[N+]3[C@@H]4C[C@]43[C@@H]12
lowest unoccupied orbital energy (alpha / beta) = -6.5 / -6.4 eV
highest occupied orbital energy (alpha / beta) = -14.47 / -14.36 eV
frontier orbital gap (alpha / beta) = 0.29147 / 0.29269 Ha

***

Model Q:
ORCA calculation (the ωB97M-V functional and the def2-TZVPD basis) on a 2-piece molecular cluster, C6H6N overall.

```
! RIJCOSX wB97M-V def2-TZVPD def2/J DEFGRID3
* xyz 1 1
C -0.592 3.483 0.719
C 1.941 -2.536 -0.493
C -0.361 2.238 0.669
C -1.089 -0.689 -0.235
C -0.294 -0.022 0.799
C 0.426 -0.497 -0.395
N 1.298 -1.543 -0.470
H -1.001 4.427 0.501
H 2.685 -3.250 -0.676
H -1.558 -1.723 -0.214
H -1.816 -0.057 -0.945
H -0.246 -0.229 1.810
H 0.607 0.397 -1.070
*
```

lowest unoccupied orbital energy = -5.6 eV
highest occupied orbital energy = -13.19 eV
frontier orbital gap = 0.27914 Ha

***

Model R:
ORCA calculation (the ωB97M-V functional and the def2-TZVPD basis) on C6H6N as an isolated structure.

```
! RIJCOSX wB97M-V def2-TZVPD def2/J DEFGRID3
* xyz 1 1
C 0.400 -1.831 1.301
C 0.104 -0.212 0.451
C 0.127 2.045 0.759
C -0.097 -1.613 -1.253
C -0.369 -0.242 -0.807
C 0.413 -1.838 0.054
N 0.234 0.913 1.360
H -0.247 2.038 -0.299
H 0.281 3.096 1.168
H -1.085 -2.025 -1.551
H 0.447 -1.665 -2.157
H -0.807 0.591 -1.354
H 0.600 0.743 2.329
*
```

lowest unoccupied orbital energy (alpha / beta) = -6.1 / -6.1 eV
highest occupied orbital energy (alpha / beta) = -14.03 / -14.03 eV
frontier orbital gap (alpha / beta) = 0.29201 / 0.29199 Ha

***

Model S:
ORCA calculation (the ωB97M-V functional and the def2-TZVPD basis) on an isolated ion of composition C6H6N and charge +1.

```
! RIJCOSX wB97M-V def2-TZVPD def2/J DEFGRID3
* xyz 1 1
C -0.355 -1.708 -0.150
C -0.113 1.040 -0.040
C -1.997 -0.379 -0.292
C 1.889 -0.221 0.169
C 1.155 1.041 -0.264
C 0.749 -1.203 0.011
N -1.270 0.671 0.329
H -2.357 -0.427 -1.262
H -2.673 -0.832 0.576
H 2.644 -0.469 -0.615
H 2.255 0.008 1.199
H 1.692 1.698 -0.876
H -1.621 0.779 1.215
*
```

lowest unoccupied orbital energy = -6.1 eV
highest occupied orbital energy = -14.23 eV
frontier orbital gap = 0.29715 Ha

***

On energetic grounds, model R is preferred over the next structure by 14.6 kcal/mol.

***

Model P:
ORCA calculation (the ωB97M-V functional and the def2-TZVPD basis) on a 2-piece molecular cluster, C11H18O overall.

```
! RIJCOSX wB97M-V def2-TZVPD def2/J DEFGRID3
* xyz 0 1
C -2.521 -1.449 2.620
C -2.211 -1.333 1.167
C -1.648 -0.091 0.564
C -0.443 0.326 1.043
C 0.087 1.496 0.625
C -0.461 2.247 -0.458
O 0.030 3.427 -0.817
C -1.732 1.853 -0.968
C -2.281 0.641 -0.455
H -3.098 -2.384 2.780
H -3.083 -0.647 2.959
H -1.633 -1.269 3.306
H -1.477 -2.108 0.971
H -3.184 -1.434 0.552
H -0.014 -0.337 1.824
H 1.101 1.720 0.938
H 0.878 3.639 -0.373
H -2.298 2.520 -1.699
H -3.216 0.657 -1.039
C 2.848 -1.721 -0.484
C 2.164 -0.487 -0.924
C 2.469 0.279 -2.257
H 3.482 -2.360 -0.984
H 3.600 -1.463 0.291
H 2.217 -2.467 -0.126
H 1.918 0.345 -0.409
H 1.023 -1.036 -1.080
H 3.636 0.371 -2.298
H 1.856 1.257 -2.175
H 1.992 -0.194 -3.094
*
```

SMILES = CCc1ccc(O)cc1.CCC
lowest unoccupied orbital energy = 0.8 eV
highest occupied orbital energy = -8.22 eV
frontier orbital gap = 0.33034 Ha

***

Model Q:
ORCA calculation (the ωB97M-V functional and the def2-TZVPD basis) on a 2-piece molecular cluster, C11H18O overall.

```
! RIJCOSX wB97M-V def2-TZVPD def2/J DEFGRID3
* xyz 0 1
C -1.975 -1.190 -3.088
C -1.646 -0.608 -1.734
C -0.416 -1.223 -1.079
C -0.354 -2.412 -0.327
C 0.765 -2.795 0.341
C 1.936 -2.012 0.328
O 3.015 -2.454 1.036
C 1.924 -0.895 -0.446
C 0.744 -0.448 -1.083
H -2.364 -2.207 -3.067
H -1.067 -1.148 -3.689
H -2.766 -0.602 -3.559
H -1.520 0.471 -1.664
H -2.434 -0.689 -0.962
H -1.234 -3.047 -0.311
H 0.841 -3.775 0.799
H 3.556 -1.716 1.259
H 2.784 -0.259 -0.630
H 0.790 0.413 -1.738
C -0.418 1.266 2.243
C -0.413 2.771 2.112
C 0.656 3.341 1.156
H -0.181 0.840 1.262
H -1.396 0.835 2.471
H 0.274 0.820 2.959
H -1.377 3.023 1.634
H -0.568 3.373 3.012
H 1.591 3.586 1.665
H 0.899 2.513 0.488
H 0.355 4.230 0.611
*
```

SMILES = CCc1ccc(O)cc1.CCC
lowest unoccupied orbital energy = 0.8 eV
highest occupied orbital energy = -8.53 eV
frontier orbital gap = 0.34442 Ha

***

On energetic grounds, model Q is preferred over the next structure by 68.1 kcal/mol.

***

Model P:
ORCA calculation (the ωB97M-V functional and the def2-TZVPD basis) on C2H3FSi as an isolated structure.

```
! RIJCOSX wB97M-V def2-TZVPD def2/J DEFGRID3
* xyz 0 1
C -1.953 0.507 0.261
C -0.102 0.989 0.027
F -1.879 -0.774 0.291
Si 1.029 -0.344 0.098
H 0.018 1.953 -0.546
H 0.361 -1.733 0.160
H 2.526 -0.598 -0.290
*
```

lowest unoccupied orbital energy = -0.8 eV
highest occupied orbital energy = -8.91 eV
frontier orbital gap = 0.29774 Ha

***

Model Q:
ORCA calculation (the ωB97M-V functional and the def2-TZVPD basis) on a 2-piece molecular cluster, C2H3FSi overall.

```
! RIJCOSX wB97M-V def2-TZVPD def2/J DEFGRID3
* xyz 0 1
C -0.346 -0.633 1.314
C -1.049 -1.605 1.405
F -1.654 -2.677 1.689
Si 1.177 0.973 -1.432
H 0.058 0.291 0.984
H -0.092 1.630 -1.582
H 1.905 2.022 -2.378
*
```

lowest unoccupied orbital energy = -1.3 eV
highest occupied orbital energy = -8.98 eV
frontier orbital gap = 0.28323 Ha

***

On energetic grounds, model Q is preferred over the next structure by 21.0 kcal/mol.